Record 1
{
  "formula": "C6H10O",
  "method": "wB97M-V/def2-TZVPD",
  "e_above_lowest_ev": 5.245,
  "orbital_gap_ev": [7.64, 5.69],
  "e_homo_ev": [-7.24, -6.44],
  "total_charge": 0,
  "species": ["C", "C", "C", "C", "C", "C", "O", "H", "H", "H", "H", "H", "H", "H", "H", "H", "H"],
  "positions_angstrom": [[0.1010, -1.5650, 0.1873], [-1.7165, 1.2335, -0.0778], [0.9374, 0.6351, 1.2296], [-0.9847, -1.1662, -0.6345], [1.2595, -0.2214, 0.2091], [1.9746, -0.1418, -0.9195], [-1.7820, -1.4365, -1.4359], [0.6155, -2.4157, -0.2458], [-0.1947, -1.7635, 1.2136], [-1.7602, 2.2604, 0.2897], [-2.6262, 0.7261, 0.2264], [-1.6577, 1.2771, -1.1587], [1.2403, 1.6730, 1.2044], [-0.6991, 0.9438, 0.4760], [0.6728, 0.2300, 2.2036], [2.8525, 0.4862, -0.9841], [1.7674, -0.7553, -1.7833]],
  "forces_ev_per_a": [[1.290, 1.417, 0.440], [1.138, 0.571, 0.816], [0.883, -0.033, 0.867], [0.447, -0.291, -0.964], [-2.281, -1.429, 0.112], [0.491, 0.000, -0.500], [-0.177, 0.034, 0.374], [-0.048, -0.107, -0.135], [0.032, 0.106, 0.050], [-0.304, 0.154, -0.045], [0.097, -0.201, 0.146], [0.148, -0.128, -0.079], [0.073, 0.022, -0.070], [-1.534, -0.214, -0.918], [-0.165, 0.107, -0.132], [-0.070, 0.178, 0.028], [-0.020, -0.187, 0.010]],
  "mulliken_charge": [-0.89, -1.09, -1.36, 0.63, 0.88, -0.97, -0.37, 0.38, 0.33, 0.35, 0.30, 0.30, 0.40, 0.25, 0.31, 0.31, 0.25]
}

---

Record 2
{
  "formula": "C5H10N2",
  "method": "wB97M-V/def2-TZVPD",
  "e_above_lowest_ev": 1.715,
  "orbital_gap_ev": 11.43,
  "e_homo_ev": -19.45,
  "total_charge": 2,
  "species": ["C", "C", "C", "C", "C", "N", "N", "H", "H", "H", "H", "H", "H", "H", "H", "H", "H"],
  "positions_angstrom": [[-2.0918, 1.1820, -1.1961], [1.8414, -1.7711, 0.8103], [-1.7427, -0.0799, -0.7231], [-1.3195, 1.5511, -2.4870], [2.5889, -0.7768, 2.9559], [-1.5367, -1.1624, -0.3900], [2.2143, -1.2683, 1.7550], [-1.6715, 2.0587, -0.4873], [1.7017, -2.0407, -0.2701], [-3.2431, 1.3565, -1.0782], [-0.1844, 1.3764, -2.3381], [-1.5887, 2.6914, -2.6421], [-1.5472, 0.7638, -3.2109], [3.2494, -1.4734, 3.5404], [1.7623, -0.2821, 3.3974], [3.3546, -0.0133, 2.6032], [-1.7869, -2.1119, -0.2394]],
  "forces_ev_per_a": [[0.042, 4.180, 1.915], [0.467, 0.126, -2.133], [-0.535, -1.359, 0.713], [0.767, 0.571, -0.028], [3.943, 1.745, 0.915], [-0.088, 1.320, -0.377], [-1.378, -2.253, -1.742], [-0.941, -2.304, -0.656], [0.005, 0.013, 1.539], [1.877, -0.643, -0.742], [-1.785, 0.844, 0.111], [0.745, -2.678, -0.543], [-0.435, 1.043, -0.740], [-1.282, 0.256, -0.314], [-0.592, 0.229, 0.965], [-0.793, -0.209, 0.924], [-0.016, -0.882, 0.193]],
  "mulliken_charge": [-0.31, -0.01, 0.26, -1.00, -0.55, -0.01, 0.15, 0.32, 0.43, 0.38, 0.33, 0.33, 0.36, 0.33, 0.32, 0.32, 0.34]
}

---

Record 3
{
  "formula": "C9H14",
  "method": "wB97M-V/def2-TZVPD",
  "e_above_lowest_ev": 2.190,
  "orbital_gap_ev": 9.73,
  "e_homo_ev": -8.70,
  "total_charge": 0,
  "species": ["C", "C", "C", "C", "C", "C", "C", "H", "H", "H", "H", "H", "H", "H", "H", "C", "C", "H", "H", "H", "H", "H", "H"],
  "positions_angstrom": [[-1.3146, 1.9434, -0.8486], [0.8716, 1.3018, -1.7079], [-0.2188, 1.0159, -0.7793], [1.6195, 0.2476, -2.0958], [1.3258, -1.0991, -1.5984], [-0.3150, -0.1360, -0.0378], [0.5224, -1.2391, -0.5011], [1.0782, 2.1711, -2.1843], [2.3856, 0.3164, -2.9027], [-1.1552, 2.8611, -1.5013], [-1.5939, 2.4888, 0.0595], [1.7955, -1.9580, -2.1078], [-1.1715, -0.4753, 0.5304], [0.4059, -2.1718, 0.0303], [-2.2125, 1.3570, -1.1189], [-1.4648, -0.5691, 2.9185], [-0.1427, -1.3585, 3.1781], [-2.1581, -1.1834, 2.1929], [-2.1127, -0.2093, 3.8324], [-1.2372, 0.4515, 2.4920], [0.4246, -0.7907, 3.9324], [0.4253, -1.0963, 2.3798], [-0.1743, -2.4020, 3.1992]],
  "forces_ev_per_a": [[-2.330, 2.901, 0.082], [-1.195, -3.812, 2.451], [1.824, 0.716, -0.599], [0.480, -2.923, -0.704], [1.165, 1.216, -0.414], [1.631, -1.872, -2.437], [-0.815, 1.129, 0.568], [-0.117, 2.965, -0.945], [-0.664, 0.143, 0.763], [-0.154, -1.581, 0.077], [0.137, -0.559, 0.526], [-0.108, 0.509, 0.621], [0.113, 0.801, 0.137], [-0.015, -0.325, -0.281], [0.178, 0.714, -0.273], [-2.018, 0.295, 0.420], [-1.643, 3.195, 1.477], [1.154, 1.437, 1.400], [1.238, -1.460, -1.331], [-0.070, -1.307, -0.031], [-0.302, -1.034, 0.583], [1.807, 0.337, -2.890], [-0.297, -1.484, 0.800]],
  "mulliken_charge": [-1.18, -0.95, 1.07, -0.29, -0.64, -0.40, -0.41, 0.43, 0.29, 0.33, 0.30, 0.35, 0.38, 0.40, 0.29, -0.76, -0.78, 0.22, 0.31, 0.21, 0.30, 0.19, 0.34]
}

---

Record 4
{
  "formula": "C5H7Cl2OP",
  "method": "wB97M-V/def2-TZVPD",
  "e_above_lowest_ev": 2.689,
  "orbital_gap_ev": 8.48,
  "e_homo_ev": -10.42,
  "total_charge": 0,
  "species": ["C", "C", "C", "C", "C", "O", "P", "Cl", "Cl", "H", "H", "H", "H", "H", "H", "H"],
  "positions_angstrom": [[1.0227, -1.8460, 1.1520], [1.5489, -1.4681, -0.0109], [0.2655, -0.6604, 1.8021], [-0.1025, 0.4388, 0.6676], [0.5675, -0.1265, -2.1996], [2.3511, 1.2014, -0.6714], [1.3116, 0.1932, -0.5669], [0.9551, -3.3625, 1.8722], [2.5002, -3.1882, -1.4524], [-0.4947, -1.0559, 2.3692], [1.0671, -0.1649, 2.3227], [-1.1195, 0.3569, 0.0987], [-0.2199, 1.4364, 1.0829], [1.3739, -0.5399, -2.6449], [-0.2960, -0.7319, -2.2639], [0.3884, 0.8166, -2.7417]],
  "forces_ev_per_a": [[-0.411, 0.979, -1.562], [1.226, -3.385, -0.323], [1.918, 1.341, -2.991], [-0.815, -1.396, -0.384], [-1.088, 2.798, 1.404], [1.260, 0.606, 0.511], [-3.225, 0.309, -1.497], [0.149, -0.248, 0.107], [-1.330, 2.656, 2.187], [-1.798, -0.408, 1.479], [-0.181, 0.175, 1.174], [1.840, -0.737, 0.986], [0.757, 0.087, 0.176], [2.448, -1.790, -1.954], [-0.752, -0.836, 0.227], [0.002, -0.150, 0.459]],
  "mulliken_charge": [0.65, -0.33, -0.77, -0.63, -1.14, -0.70, 0.76, -0.13, -0.27, 0.46, 0.32, 0.30, 0.38, 0.41, 0.37, 0.34]
}